24
Properties=species:S:1:pos:R:3:lowdin_charge:R:1 method="wB97M-V/def2-TZVPD" fmax_ev_per_a=4.21 smiles="O=[N+]([O-])[C@]1(O)N(Cl)C=CN1C[C@@H](O)CCl" de_lowest_kcal_mol=14.6 energy_ha=-1619.453444 gap_ev=8.9
C -1.55496 -1.47076 1.30248 -0.01
C -2.89880 -1.40861 1.32318 -0.12
C -2.07240 0.09373 -0.27900 -0.45
C 0.24348 -0.73367 -0.28766 -0.16
C 2.34477 0.51171 -0.81586 -0.55
C 1.00997 0.53241 -0.17261 -0.52
N -1.00166 -0.56975 0.35452 -0.07
N -3.36719 -0.44214 0.36900 -0.42
N -2.10218 1.62935 0.26462 -0.35
O -2.72893 2.37082 -0.39757 0.12
O -1.63432 1.86662 1.32648 0.10
O -1.95854 0.05830 -1.64044 0.06
O 1.17782 0.99661 1.09989 -0.04
Cl 3.33710 -0.90586 -0.50983 0.61
Cl -4.43979 -0.93391 -0.85453 0.74
H -0.79770 -2.07401 1.78062 0.13
H -3.59366 -1.80503 2.03650 0.11
H 0.07319 -1.01899 -1.26534 0.11
H 0.67767 -1.62096 0.26698 0.15
H 2.07085 0.45351 -1.86225 0.08
H 2.90450 1.42030 -0.46303 0.11
H 0.20912 1.31746 -0.65668 0.19
H -2.78844 0.25576 -2.05663 0.06
H 0.19402 1.01552 1.47876 0.14